No. 1
A molecular structure, C18H40AgClF4N4O8S4. Source: the Open Molecules 2025 dataset; level of theory: ωB97M-V with the def2-TZVPD basis set.

```
! RIJCOSX wB97M-V def2-TZVPD def2/J DEFGRID3
* xyz 0 1
Ag -3.543 28.003 -18.737
C -3.215 32.784 -14.566
C -2.370 31.562 -14.352
C -1.520 31.783 -13.125
C -0.590 30.637 -12.895
N -0.091 30.504 -11.458
C 0.597 29.149 -11.344
C 0.526 28.813 -9.887
C -0.823 29.315 -9.441
C -1.261 30.393 -10.479
C 0.746 31.724 -10.997
H -3.829 32.640 -15.455
H -2.579 33.647 -14.761
H -3.874 33.040 -13.736
H -1.867 31.302 -15.283
H -2.995 30.686 -14.179
H -2.128 32.077 -12.269
H -0.848 32.627 -13.281
H 0.294 30.661 -13.532
H -1.149 29.714 -13.053
H 1.623 29.238 -11.699
H 0.051 28.533 -12.058
H 1.266 29.464 -9.422
H 0.715 27.759 -9.681
H -0.875 29.790 -8.461
H -1.668 28.637 -9.316
H -1.611 31.369 -10.145
H -2.048 30.016 -11.132
H 0.355 32.660 -11.395
H 1.731 31.459 -11.380
H 0.682 31.781 -9.910
C -8.294 24.302 -28.346
C -7.983 24.954 -26.998
C -7.033 24.104 -26.122
C -6.480 24.843 -24.810
N -5.433 23.904 -24.056
C -5.959 22.495 -23.634
C -5.008 21.899 -22.553
C -4.672 23.207 -21.761
C -5.051 24.434 -22.629
C -4.194 23.630 -24.908
H -8.755 25.014 -29.031
H -9.015 23.486 -28.368
H -7.335 24.018 -28.779
H -8.872 25.134 -26.394
H -7.568 25.935 -27.233
H -6.292 23.654 -26.783
H -7.649 23.289 -25.741
H -7.245 24.963 -24.043
H -5.927 25.751 -25.048
H -6.128 21.804 -24.459
H -6.925 22.782 -23.217
H -4.092 21.568 -23.042
H -5.403 21.079 -21.954
H -3.582 23.214 -21.760
H -5.024 23.184 -20.730
H -4.266 25.152 -22.868
H -5.982 24.866 -22.262
H -4.325 23.082 -25.841
H -3.501 23.190 -24.191
H -3.712 24.557 -25.220
Cl -7.145 28.934 -20.596
N -3.245 25.721 -15.688
S -3.796 25.448 -14.377
O -3.027 25.795 -13.185
O -4.681 24.251 -14.248
F -4.775 26.743 -14.313
S -2.056 24.486 -15.476
O -2.523 23.137 -15.737
O -0.949 24.673 -14.486
F -1.214 24.893 -16.806
N -0.322 28.964 -20.339
S 0.990 29.376 -19.808
O 1.096 30.841 -19.785
O 2.159 28.503 -19.995
F 0.501 28.966 -18.295
S 0.170 29.031 -22.011
O 0.852 27.918 -22.623
O 0.410 30.357 -22.622
F -1.303 28.742 -22.619
*
```

Properties
Energy above the lowest of the compared OMol25 structures with the same formula, charge and spin, kcal per mole: 201.5
E, eV: -112376.2676
Lowest unoccupied orbital energy, eV: -2.2486

=====

No. 2
3 unconnected molecules or ions with the total composition C18H40BO11P2. Source: the Open Molecules 2025 dataset; level of theory: ωB97M-V with the def2-TZVPD basis set.

```
! RIJCOSX wB97M-V def2-TZVPD def2/J DEFGRID3
* xyz -1 1
C -1.107 -3.696 3.521
C -1.458 -3.004 2.322
C -2.102 -2.760 0.799
B -1.527 -1.320 0.247
O -0.563 -1.290 -0.878
C -0.400 0.186 -1.079
C -0.994 0.919 0.302
C -0.190 2.243 0.838
C -0.908 3.548 0.078
C -2.206 4.131 0.921
C -3.662 3.644 0.320
C -4.493 2.754 1.437
O -5.788 2.303 0.908
C -5.834 0.848 0.694
C -5.670 0.395 -0.885
O -1.117 -0.268 1.200
H -0.968 -4.309 4.535
H -3.277 -2.647 0.923
H -1.847 -3.663 0.063
H -2.520 -0.836 -0.218
H 0.688 0.579 -1.284
H -1.094 0.699 -1.899
H -2.114 1.300 0.243
H -0.168 2.364 2.013
H 0.910 2.205 0.375
H -0.103 4.403 -0.110
H -1.267 3.221 -1.012
H -2.055 3.803 2.053
H -2.194 5.304 0.882
H -3.427 2.917 -0.573
H -4.312 4.540 -0.116
H -3.800 1.907 1.852
H -4.703 3.498 2.343
H -6.928 0.502 1.020
H -5.091 0.224 1.348
H -4.559 0.472 -1.288
H -6.386 1.112 -1.516
H -6.111 -0.699 -1.047
C 3.836 1.025 6.353
O 3.987 0.360 5.115
P 3.614 1.211 3.798
O 2.454 2.142 3.964
O 3.415 0.080 2.670
C 2.278 -0.747 2.808
O 5.002 1.922 3.393
C 6.162 1.126 3.267
H 2.774 1.095 6.604
H 4.344 0.446 7.128
H 4.276 2.026 6.312
H 1.375 -0.144 2.935
H 2.404 -1.411 3.668
H 2.173 -1.353 1.905
H 5.928 0.113 2.930
H 6.676 1.080 4.231
H 6.827 1.592 2.534
C 1.736 -2.308 -2.974
O 1.887 -2.972 -4.212
P 1.514 -2.121 -5.529
O 0.354 -1.191 -5.363
O 1.315 -3.253 -6.657
C 0.178 -4.080 -6.519
O 2.902 -1.411 -5.934
C 4.062 -2.206 -6.060
H 0.674 -2.238 -2.724
H 2.244 -2.887 -2.199
H 2.176 -1.307 -3.015
H -0.725 -3.476 -6.392
H 0.304 -4.744 -5.660
H 0.073 -4.686 -7.422
H 3.828 -3.220 -6.397
H 4.576 -2.252 -5.096
H 4.727 -1.741 -6.793
*
```

Properties
E, eV: -61088.7454
Lowest unoccupied orbital energy, eV: 2.4676

=====

No. 3
3 unconnected molecules or ions with the total composition C18H40Br2N8O3P2. Source: the Open Molecules 2025 dataset; level of theory: ωB97M-V with the def2-TZVPD basis set.

```
! RIJCOSX wB97M-V def2-TZVPD def2/J DEFGRID3
* xyz 0 1
N 1.237 -4.349 1.972
C 0.415 -4.523 1.191
C -0.539 -4.973 0.177
Br -0.519 -6.920 0.088
C -1.965 -4.375 0.405
C -1.828 -2.955 0.777
N -1.942 -1.866 1.117
C -2.839 -5.116 1.439
C -4.018 -5.885 0.848
O -5.019 -6.027 1.456
Br -3.930 -6.679 -0.939
H -0.216 -4.652 -0.810
H -2.450 -4.391 -0.572
H -2.232 -5.755 2.081
H -3.307 -4.398 2.112
C 2.975 -0.487 2.570
N 2.696 -0.180 1.181
C 1.362 -0.634 0.803
P 3.832 -0.124 -0.111
O 3.098 0.779 -1.060
N 5.147 0.918 0.267
C 5.529 1.258 1.623
C 5.349 2.067 -0.609
N 4.751 -1.510 0.412
C 6.049 -1.680 -0.286
C 4.015 -2.782 0.197
H 3.185 -1.549 2.761
H 2.109 -0.217 3.179
H 3.798 0.096 2.971
H 1.322 -1.720 0.632
H 1.026 -0.145 -0.112
H 0.628 -0.391 1.572
H 4.792 1.908 2.111
H 6.488 1.783 1.624
H 5.693 0.365 2.229
H 4.653 2.885 -0.388
H 5.230 1.789 -1.653
H 6.369 2.443 -0.497
H 5.929 -1.743 -1.372
H 6.531 -2.596 0.061
H 6.734 -0.869 -0.064
H 3.703 -2.908 -0.845
H 3.130 -2.841 0.828
H 4.640 -3.629 0.474
C -1.534 1.663 -2.082
N -1.603 2.847 -1.250
C -0.398 2.973 -0.426
P -3.023 3.549 -0.577
O -2.549 4.959 -0.377
N -4.204 3.853 -1.795
C -4.238 3.151 -3.062
C -4.613 5.239 -1.983
N -3.788 2.034 -0.182
C -5.217 2.152 0.196
C -3.123 1.366 0.964
H -1.696 0.722 -1.536
H -0.543 1.602 -2.539
H -2.230 1.694 -2.915
H -0.401 2.292 0.436
H -0.296 3.988 -0.044
H 0.497 2.764 -1.013
H -3.400 3.432 -3.714
H -5.165 3.379 -3.594
H -4.248 2.069 -2.920
H -3.882 5.812 -2.567
H -4.756 5.739 -1.029
H -5.573 5.274 -2.506
H -5.368 2.838 1.035
H -5.599 1.171 0.481
H -5.826 2.489 -0.636
H -3.073 2.013 1.845
H -2.110 1.057 0.713
H -3.653 0.455 1.235
*
```

Properties
Energy above the lowest of the compared OMol25 structures with the same formula, charge and spin, kcal per mole: 0.0
E, eV: -196038.6212
Structure (SMILES): N#C[C@@H](Br)[C@H](C#N)CC(=O)Br.CN(C)P(=O)(N(C)C)N(C)C.CN(C)P(=O)(N(C)C)N(C)C
Lowest unoccupied orbital energy, eV: -0.5492

=====

No. 4
2 unconnected molecules or ions with the total composition C18H40F3NO2P. Source: the Open Molecules 2025 dataset; level of theory: ωB97M-V with the def2-TZVPD basis set.

```
! RIJCOSX wB97M-V def2-TZVPD def2/J DEFGRID3
* xyz 1 1
C 5.746 -2.276 3.154
O 5.242 -3.490 2.675
C 4.066 -3.889 3.346
C 2.819 -3.138 2.854
C 1.738 -4.028 2.252
P 0.082 -3.072 2.162
C -1.518 -1.985 2.052
C -1.949 -1.329 3.363
O -0.902 -1.183 4.303
C -3.087 -2.074 4.089
F -4.130 -1.222 4.307
F -2.695 -2.579 5.289
F -3.573 -3.100 3.353
H 5.980 -2.341 4.216
H 5.050 -1.444 3.021
H 6.640 -2.051 2.592
H 4.199 -3.707 4.414
H 3.955 -4.956 3.224
H 2.393 -2.582 3.692
H 3.124 -2.408 2.113
H 2.023 -4.276 1.233
H 1.594 -4.930 2.835
H -0.326 -3.789 1.007
H -0.287 -3.574 3.436
H 0.840 -1.863 1.979
H -2.315 -2.552 1.585
H -1.267 -1.179 1.361
H -2.343 -0.339 3.153
H -0.160 -0.749 3.883
C 1.137 -0.129 -0.807
C 0.351 1.121 -0.418
C -1.054 1.192 -1.031
C -1.157 1.204 -2.551
N -1.103 2.535 -3.268
C -0.002 3.434 -2.790
C 1.262 2.799 -3.335
C 0.846 2.267 -4.718
C -0.688 2.245 -4.703
C -2.435 3.243 -3.314
C -3.041 3.657 -1.975
C -4.069 2.665 -1.423
H 1.279 -0.220 -1.887
H 2.126 -0.108 -0.351
H 0.627 -1.025 -0.455
H 0.940 2.012 -0.646
H 0.227 1.127 0.667
H -1.598 2.024 -0.588
H -1.588 0.295 -0.706
H -2.104 0.769 -2.869
H -0.369 0.588 -2.981
H -0.180 4.409 -3.244
H -0.041 3.539 -1.711
H 1.591 1.980 -2.695
H 2.080 3.513 -3.386
H 1.264 1.280 -4.907
H 1.195 2.916 -5.517
H -1.128 1.298 -5.001
H -1.100 3.037 -5.321
H -3.107 2.585 -3.865
H -2.258 4.126 -3.924
H -3.552 4.607 -2.138
H -2.265 3.873 -1.241
H -4.964 2.663 -2.045
H -4.369 2.945 -0.415
H -3.692 1.643 -1.386
*
```

Properties
E, eV: -42332.2055
Lowest unoccupied orbital energy, eV: -2.4051

=====

No. 5
A molecular structure, C18H40FInNO4PS. Source: the Open Molecules 2025 dataset; level of theory: ωB97M-V with the def2-TZVPD basis set.

```
! RIJCOSX wB97M-V def2-TZVPD def2/J DEFGRID3
* xyz 0 1
C 2.575 -0.354 6.638
C 1.770 0.099 5.284
C 0.561 1.218 5.574
In -0.779 1.092 3.697
C 0.679 1.452 1.942
C 0.405 0.459 0.665
C 0.812 -1.113 0.911
F 1.520 -1.564 -0.343
C -1.400 -1.100 3.550
S -2.296 -1.733 5.099
C -3.514 -3.035 4.414
C -4.980 -2.655 5.050
P -2.714 2.730 3.736
O -3.253 3.090 5.195
O -2.335 4.275 2.947
O -4.105 2.077 2.848
H 1.900 -0.782 7.494
H 3.213 0.521 7.104
H 3.318 -1.227 6.306
H 1.204 -0.808 4.752
H 2.501 0.607 4.515
H 1.062 2.280 5.691
H -0.067 0.961 6.529
H 0.542 2.566 1.540
H 1.774 1.263 2.342
H -0.725 0.477 0.296
H 1.085 0.864 -0.222
H 1.561 -1.300 1.792
H -0.160 -1.790 0.989
H -2.075 -1.231 2.601
H -0.442 -1.797 3.444
H -3.127 -4.110 4.668
H -3.534 -2.927 3.245
H -5.899 -2.961 4.372
H -5.045 -3.110 6.138
H -4.984 -1.472 5.197
H -3.248 4.715 2.849
H -3.742 1.985 1.912
C 0.088 0.522 -3.018
C 0.320 -0.617 -4.051
C 1.707 -1.271 -3.807
C 2.875 -0.397 -4.263
C 2.697 0.049 -5.710
C 1.324 0.719 -5.983
N 0.171 -0.076 -5.446
O -0.023 -1.173 -6.307
C 1.308 2.147 -5.374
C 1.206 0.992 -7.519
C -0.784 -1.665 -3.692
H 0.994 1.078 -2.779
H -0.676 1.227 -3.368
H -0.269 0.131 -2.057
H 1.767 -2.230 -4.337
H 1.832 -1.504 -2.742
H 2.984 0.472 -3.607
H 3.809 -0.966 -4.170
H 3.512 0.736 -5.973
H 2.819 -0.828 -6.359
H 0.312 2.601 -5.459
H 2.008 2.809 -5.900
H 1.612 2.186 -4.330
H 1.308 0.078 -8.120
H 1.997 1.669 -7.860
H 0.243 1.454 -7.770
H -1.788 -1.249 -3.844
H -0.710 -1.970 -2.640
H -0.702 -2.588 -4.278
*
```

Properties
Energy above the lowest of the compared OMol25 structures with the same formula, charge and spin, kcal per mole: 124.2
E, eV: -56999.3656
Lowest unoccupied orbital energy, eV: -5.7054

=====

No. 6
A molecular structure, C18H40HgP2Si. Source: the Open Molecules 2025 dataset; level of theory: ωB97M-V with the def2-TZVPD basis set.

```
! RIJCOSX wB97M-V def2-TZVPD def2/J DEFGRID3
* xyz 0 1
P -1.946 2.013 -1.029
P 1.179 0.280 -1.351
C -0.734 2.192 -2.447
C 0.032 0.889 -2.695
H -0.090 3.065 -2.297
H -1.368 2.409 -3.310
H -0.668 0.067 -2.933
H 0.642 1.026 -3.606
C 2.399 1.668 -1.512
H 3.369 1.366 -1.106
H 2.088 2.575 -1.001
H 2.587 1.934 -2.558
C 2.250 -1.062 -2.109
H 2.875 -0.688 -2.920
H 1.623 -1.890 -2.513
H 2.896 -1.479 -1.316
C -2.570 3.717 -0.643
H -3.528 3.551 -0.162
H -2.638 4.238 -1.579
H -1.984 4.350 0.014
C -3.454 1.993 -2.174
H -3.514 1.100 -2.789
H -3.497 2.870 -2.838
H -4.365 2.028 -1.568
Hg 0.611 -2.848 -0.709
C 0.339 1.404 0.377
C -0.641 2.483 0.352
C -1.200 2.687 1.799
C -2.428 1.866 2.242
C -3.280 1.357 1.205
C -2.795 0.761 0.013
C -1.608 -0.285 0.109
C -0.374 0.167 0.919
C -0.680 -3.601 0.907
H 1.264 1.641 0.905
H -0.152 3.407 0.034
H -1.501 3.727 1.962
H -0.370 2.493 2.493
H -2.106 1.103 2.978
H -3.072 2.468 2.902
H -4.349 1.226 1.420
H -3.598 0.289 -0.591
H -1.323 -0.638 -0.909
H -2.028 -1.161 0.610
H -0.695 0.385 1.932
H 0.297 -0.688 1.049
H -0.339 -4.605 1.187
H -1.715 -3.632 0.550
H -0.671 -2.910 1.751
C 2.938 -5.251 1.426
Si 2.662 -3.387 1.184
C 2.194 -2.605 2.855
C 4.219 -2.581 0.486
H 1.965 -5.734 1.525
H 3.519 -5.523 2.305
H 3.437 -5.697 0.551
H 2.693 -3.078 3.709
H 2.448 -1.533 2.894
H 1.116 -2.700 3.003
H 5.074 -2.659 1.167
H 4.531 -3.044 -0.462
H 4.032 -1.516 0.309
*
```

Properties
Energy above the lowest of the compared OMol25 structures with the same formula, charge and spin, kcal per mole: 200.6
E, eV: -49934.4781
Lowest unoccupied orbital energy (alpha / beta), eV: -1.2168 / -1.2199

=====

No. 7
A molecular structure, C18H40O14S4. Source: the Open Molecules 2025 dataset; level of theory: ωB97M-V with the def2-TZVPD basis set.

```
! RIJCOSX wB97M-V def2-TZVPD def2/J DEFGRID3
* xyz 0 1
C -0.445 6.486 1.262
C -0.919 6.141 -0.170
C -1.427 4.700 -0.197
S -1.641 4.172 1.539
O -0.528 3.333 1.925
O -3.000 3.763 1.757
C -1.380 5.776 2.255
H -0.291 7.523 1.527
H 0.521 5.963 1.363
H -0.160 6.435 -0.886
H -1.806 6.771 -0.333
H -0.910 3.958 -0.795
H -2.472 4.691 -0.510
H -0.949 5.708 3.246
H -2.309 6.350 2.258
C -2.997 -1.033 4.892
C -1.993 -1.681 5.900
C -1.458 -2.911 5.210
S -1.081 -2.303 3.541
O -1.307 -3.364 2.582
O 0.165 -1.582 3.595
C -2.498 -1.111 3.470
H -3.259 -0.044 5.258
H -3.853 -1.712 4.958
H -2.585 -1.884 6.792
H -1.164 -1.040 6.199
H -2.137 -3.755 5.100
H -0.524 -3.289 5.626
H -3.117 -1.558 2.701
H -2.062 -0.197 3.073
C 4.641 0.566 -2.914
C 3.665 0.757 -1.745
C 3.841 -0.411 -0.790
S 3.933 -1.860 -1.848
O 2.596 -2.238 -2.257
O 4.835 -2.830 -1.288
C 4.797 -0.949 -3.138
H 5.591 1.088 -2.921
H 4.090 0.932 -3.787
H 2.645 0.971 -2.066
H 3.864 1.665 -1.159
H 3.179 -0.543 0.056
H 4.847 -0.282 -0.376
H 4.623 -1.290 -4.160
H 5.825 -1.303 -2.984
C -1.738 0.222 -3.854
C -2.342 -0.504 -5.052
O -3.603 0.121 -5.268
S -3.389 1.700 -5.035
O -4.577 2.176 -4.434
O -2.846 2.344 -6.174
O -2.237 1.542 -3.918
H -0.657 0.245 -4.013
H -1.899 -0.241 -2.888
H -2.515 -1.571 -4.938
H -1.707 -0.393 -5.941
C -0.689 -1.445 -0.438
C -0.127 -0.090 -0.032
O -0.967 0.427 0.983
O -0.256 -1.681 -1.777
H -1.753 -1.186 -0.576
H -0.609 -2.273 0.256
H -0.194 0.537 -0.932
H 0.912 -0.166 0.316
H -0.539 1.121 1.502
H -0.081 -2.611 -1.967
C 1.997 -4.647 0.963
C 1.758 -5.155 -0.443
O 0.895 -4.276 -1.156
O 0.898 -4.903 1.821
H 2.252 -3.576 0.992
H 2.893 -5.146 1.360
H 1.388 -6.173 -0.386
H 2.689 -5.159 -1.031
H 1.493 -3.556 -1.427
H 0.166 -4.262 1.724
*
```

Properties
E, eV: -91316.9458
Lowest unoccupied orbital energy, eV: 0.2079